{"formula": "CHNO4S", "method": "ωB97M-V/def2-TZVPD", "gap_ev": [5.62, 5.00], "lumo_energy_ha": [0.260, 0.255], "total_energy_ha": -792.45278, "total_charge": -2, "homo_energy_ha": [0.05362, 0.07123], "multiplicity": 3, "fmax_ha_per_bohr": 0.034, "elements": ["C", "N", "O", "O", "O", "O", "S", "H"], "xyz": [[-1.283, -3.115, -0.274], [0.227, 1.140, 0.096], [-2.046, -3.762, -0.944], [0.639, -1.940, -1.452], [-0.777, -3.156, 0.830], [-1.573, -1.060, -2.317], [-0.679, -1.298, -1.133], [0.560, 0.733, 1.046]]}

=====

{"formula": "C6H11N3", "method": "ωB97M-V/def2-TZVPD", "gap_ev": 8.50, "lumo_energy_ha": 0.039, "total_energy_ha": -399.29930, "total_charge": 0, "homo_energy_ha": -0.27282, "fmax_ha_per_bohr": 0.073, "elements": ["C", "N", "C", "C", "N", "N", "C", "C", "C", "H", "H", "H", "H", "H", "H", "H", "H", "H", "H", "H"], "xyz": [[-0.200, -0.986, 2.009], [-0.977, -0.052, 1.251], [-0.756, 1.334, 1.688], [-0.360, 2.122, 0.447], [-0.300, 1.389, -0.637], [-0.568, 0.109, -0.404], [-0.124, -0.897, -1.242], [0.352, -0.369, -2.638], [1.344, -1.022, -1.723], [-0.353, -2.054, 1.741], [0.831, -0.923, 2.118], [-0.575, -0.995, 3.114], [0.009, 1.522, 2.406], [-1.608, 1.799, 2.183], [-0.209, 3.311, 0.396], [-0.689, -1.821, -1.264], [0.421, 0.803, -2.580], [0.012, -0.866, -3.551], [1.713, -2.064, -1.958], [2.037, -0.339, -1.357]]}

=====

{"formula": "C6H6P2", "method": "ωB97M-V/def2-TZVPD", "gap_ev": [7.86, 7.73], "lumo_energy_ha": [0.030, -0.082], "total_energy_ha": -914.81758, "total_charge": 0, "homo_energy_ha": [-0.25863, -0.36656], "multiplicity": 3, "fmax_ha_per_bohr": 0.065, "elements": ["C", "C", "C", "C", "C", "C", "P", "P", "H", "H", "H", "H", "H", "H"], "xyz": [[-0.692, -1.172, 0.020], [0.661, -1.198, 0.052], [-0.647, 1.256, -0.028], [0.709, 1.229, -0.009], [-1.410, 0.054, -0.032], [1.430, 0.000, 0.019], [-3.142, 0.007, -0.098], [3.166, -0.007, -0.006], [-1.256, -2.096, 0.036], [1.186, -2.142, 0.092], [-1.173, 2.201, -0.046], [1.266, 2.156, -0.009], [-3.315, 1.396, -0.118], [3.219, -1.684, 0.127]]}